(i)
38
Properties=species:S:1:pos:R:3 method="wB97M-V/def2-TZVPD" homo_lumo_gap_ev=9.40
C 2.53009 5.01188 -2.52926
Br 1.07913 3.85309 -3.06077
Br 1.97074 6.23274 -1.16058
Br 3.24446 5.94565 -4.06127
H 3.32111 4.39500 -2.13486
C 0.55036 0.18592 -3.48624
Br -1.19079 0.01000 -4.28055
Br 1.92661 0.36500 -4.81496
Br 0.93785 -1.23537 -2.26618
H 0.50976 1.11589 -2.94047
C -0.59618 3.66615 2.80480
C -0.70299 2.41707 2.21647
C -0.92911 2.32257 0.84787
C -1.02564 3.47863 0.11405
C -0.96324 4.73145 0.69596
C -0.73698 4.82423 2.05481
N -1.27554 3.37661 -1.31664
O -1.70278 4.36155 -1.88404
O -1.01743 2.31364 -1.84719
H -0.40763 3.75143 3.86916
H -0.64449 1.51527 2.80805
H -0.95373 1.35105 0.37303
H -1.07000 5.59630 0.05437
H -0.67966 5.79457 2.52577
C 0.34148 -3.67591 0.61477
C 1.32140 -4.63240 0.88196
C 0.95918 -5.87283 1.35791
C -0.38433 -6.14924 1.53354
C -1.38620 -5.25036 1.21560
C -0.99914 -4.00582 0.75351
N -0.76680 -7.46284 2.07516
O -1.93585 -7.61745 2.35924
O 0.11642 -8.27091 2.26247
H 0.67830 -2.71068 0.26422
H 2.35128 -4.34747 0.71362
H 1.71350 -6.59103 1.64187
H -2.42903 -5.51657 1.26738
H -1.75414 -3.27679 0.47741

(ii)
38
Properties=species:S:1:pos:R:3 method="wB97M-V/def2-TZVPD" homo_lumo_gap_ev=8.21
C 0.41492 1.55674 1.30750
C 0.25727 2.71292 2.05991
C -1.00091 3.02174 2.56417
C -2.06274 2.15145 2.35004
C -1.88889 0.93280 1.70651
C -0.63650 0.64557 1.17559
N -3.31067 2.37485 3.09296
O -3.42740 3.42248 3.70582
O -4.15453 1.51457 3.02366
H 1.36443 1.18209 0.94370
H 1.07700 3.40421 2.19386
H -1.21092 3.98107 3.01791
H -2.70777 0.23391 1.59944
H -0.45325 -0.26217 0.61805
C -4.03009 -0.43908 1.09545
C -3.64101 0.12518 -0.09078
C -2.46286 -0.27931 -0.70358
C -1.70546 -1.28894 -0.13224
C -2.10936 -1.92082 1.02774
C -3.27418 -1.48194 1.64502
N -0.42390 -1.64036 -0.71895
O 0.30634 -2.37662 -0.07658
O -0.10671 -1.08671 -1.74768
H -4.84360 -0.02628 1.67708
H -4.13469 0.98451 -0.52458
H -2.06595 0.24723 -1.56175
H -1.54925 -2.73598 1.46236
H -3.61047 -1.99369 2.53709
C 3.47354 -1.07970 -1.55439
Br 3.59319 -0.24429 0.15426
Br 4.85392 -2.42055 -1.71194
Br 3.52325 0.17874 -2.98633
H 2.54285 -1.62224 -1.63311
C 6.61477 -1.58587 -4.99375
Br 5.58266 -0.47060 -6.16905
Br 8.20533 -0.71040 -4.42068
Br 7.00134 -3.26636 -5.81231
H 6.00030 -1.73813 -4.12040

Here is how they stack up, most stable first: (i), (ii).

(i)
14
Properties=species:S:1:pos:R:3 method="wB97M-V/def2-TZVPD" homo_lumo_gap_ev="6.19 / 6.20"
C 1.22211 -0.86272 -0.10089
C -0.13956 -0.40845 0.26399
C -1.38041 -1.23169 0.37833
C 0.45308 1.84895 -0.13880
O -0.52977 0.90409 0.35153
S 2.84485 -0.05995 0.32542
H 1.43251 -1.92160 0.17559
H 1.28332 -0.58777 -1.17484
H -1.20741 -1.90899 1.32150
H -1.50221 -2.13185 -0.40535
H -2.27099 -0.66208 0.31455
H 1.46800 1.36980 -0.20657
H 0.39592 2.82518 0.48649
H 0.13371 2.07324 -1.24842

(ii)
14
Properties=species:S:1:pos:R:3 method="wB97M-V/def2-TZVPD" homo_lumo_gap_ev=9.14 smiles=CO[C@@]1(C)CS1
C -0.81265 -1.09000 -1.52468
O -0.22733 -1.08847 -0.21612
C 0.11882 0.06985 0.40250
C 1.46830 -0.01859 1.04717
C -0.65226 1.30154 0.28373
S -1.33583 0.51437 1.79228
H -0.20590 -0.32088 -2.15505
H -1.78856 -0.81721 -1.54599
H -0.60431 -2.06093 -2.04843
H 1.41460 0.08755 2.10862
H 1.95264 0.92040 0.66798
H 2.03099 -1.00847 0.64193
H -0.00501 2.30339 0.43313
H -1.51703 1.34887 -0.53122

(iii)
14
Properties=species:S:1:pos:R:3 method="wB97M-V/def2-TZVPD" homo_lumo_gap_ev=9.61
C -1.10379 1.13436 -0.26391
C -0.54421 -0.04715 0.43903
C 1.91871 -0.21467 0.00500
C 0.54629 -0.87237 -0.16922
O -3.41947 -0.06076 0.56495
S -2.35922 -0.23437 -0.42461
H -1.44138 1.97051 0.33507
H -0.64899 1.42033 -1.20136
H -0.63956 -0.06535 1.51611
H 1.90515 0.80305 -0.37881
H 2.67464 -0.77917 -0.53811
H 2.20495 -0.18462 1.05183
H 0.55695 -1.85790 0.29940
H 0.34994 -1.01190 -1.23536

Here is how they stack up, most stable first: (iii), (ii), (i).

(i)
14
Properties=species:S:1:pos:R:3 method="wB97M-V/def2-TZVPD" homo_lumo_gap_ev=8.49
C 0.96234 0.96984 -1.17053
C 0.90943 0.56104 0.28373
C -0.31364 0.77006 1.09601
N -0.03934 -0.46935 0.69130
C -0.22404 -1.74507 0.60328
H 1.35821 1.98761 -1.25388
H 1.60721 0.30640 -1.75816
H -0.04637 0.96214 -1.59295
H 1.89224 0.41070 0.74987
H -2.37649 0.16173 -0.28126
H -0.49247 1.07764 2.11771
H -1.00417 -2.21058 1.19347
H -2.62772 -0.46720 -0.60110
H 0.39481 -2.31498 -0.07749

(ii)
14
Properties=species:S:1:pos:R:3 method="wB97M-V/def2-TZVPD" homo_lumo_gap_ev=9.88 smiles="C=CN.C=C"
C -0.79751 5.00458 0.71172
C 0.31122 4.46905 0.18382
N 0.46447 3.52339 -0.83591
H -1.80832 4.98259 0.33315
H -0.62090 5.64925 1.55744
H 1.22275 4.98558 0.47784
H 0.78899 3.84771 -1.73789
H -0.29863 2.87353 -0.95524
C 0.07243 -6.49410 0.22246
C 0.15948 -5.20638 -0.13720
H 1.01098 -7.03206 0.36557
H -0.80778 -7.09012 0.41516
H 1.08465 -4.66458 -0.05820
H -0.78183 -4.84842 -0.54273

(iii)
14
Properties=species:S:1:pos:R:3 method="wB97M-V/def2-TZVPD" homo_lumo_gap_ev=10.32 smiles="C/C=C/CN"
C -2.40069 0.16322 -0.17177
C -0.91010 0.33931 -0.31830
C 0.00082 0.32098 0.65209
C 1.47064 0.26449 0.32395
N 1.79968 -1.01673 -0.31890
H -2.61917 -0.19860 0.83359
H -2.91788 1.11386 -0.31924
H -2.78391 -0.55208 -0.89607
H -0.59641 0.42434 -1.36046
H -0.34907 0.42190 1.67260
H 1.80063 1.15212 -0.22825
H 1.99472 0.30334 1.28389
H 1.22965 -1.14447 -1.14258
H 2.78892 -0.97620 -0.52124

Here is how they stack up, most stable first: (iii), (ii), (i).